# CH5NO2S2

A cluster of 3 separate species, CH5NO2S2 in total at a distorted geometry (wB97M-V/def2-TZVPD, OMol25).

Its energy above the lowest of the compared OMol25 structures with the same formula, charge and spin is 2.865 eV. Its spin multiplicity is 1. For the HOMO-LUMO gap (spin up / spin down), the calculation gives 8.486 / 8.485 eV. The value obtained for the largest force on an atom is 4.18 eV/A.

Structure (XYZ):
```
11
Properties=species:S:1:pos:R:3:forces:R:3:lowdin_charge:R:1
C -1.19316 1.43500 -0.05512 2.9 -0.6 -0.9 -0.12
N -1.70448 0.30065 -0.28557 0.4 0.6 -1.0 0.01
O 0.21968 -1.54077 -0.81211 -0.1 3.3 -2.6 -0.13
O 1.54389 0.27696 1.58146 -0.8 0.3 -0.1 -0.58
S 3.48130 -0.89323 0.00733 -0.6 0.3 -0.5 0.23
S 1.86801 0.09873 0.17257 1.7 -0.5 0.6 0.38
H -0.32773 1.76667 -0.80316 -2.2 -0.4 1.1 0.10
H -1.10576 1.99820 0.87779 -1.0 0.0 0.1 0.07
H -0.61360 -0.99776 -0.77532 0.6 -0.3 -0.2 0.00
H 0.12891 -2.23728 -0.25204 -0.5 -3.3 2.6 -0.01
H -2.29706 -0.20717 0.34416 -0.5 0.7 1.0 0.06
```
Forces are in eV/Å.

---

# CH5NO4S

A cluster of 2 separate species, CH5NO4S in total at a distorted geometry (wB97M-V/def2-TZVPD, OMol25).

Its energy above the lowest of the compared OMol25 structures with the same formula, charge and spin is 5.671 eV. Its spin multiplicity is 1. For the HOMO-LUMO gap (spin up / spin down), the calculation gives 6.378 / 11.157 eV. The value obtained for the largest force on an atom is 4.95 eV/A.

Structure (XYZ):
```
12
Properties=species:S:1:pos:R:3:forces:R:3:lowdin_charge:R:1
C 0.17856 0.49095 -0.65693 0.8 -3.1 1.0 -0.52
N -0.59193 0.23719 1.84670 0.5 -0.6 -0.5 -0.06
O 0.70574 -1.59927 0.81812 1.3 -1.1 -0.3 -0.28
O -1.73723 -1.16861 0.23251 1.0 -0.3 0.4 -0.29
O 1.52907 0.49608 -0.75140 0.4 -0.7 0.6 0.01
O -0.41883 1.38585 -1.41085 -1.5 0.4 0.4 0.08
S -0.39814 -0.75559 0.56954 -2.3 4.0 -1.8 0.59
H 0.03387 -1.25385 -2.82374 0.0 0.0 0.2 0.11
H 0.20369 0.66076 2.31971 -0.8 -0.4 0.0 0.10
H -1.53834 0.15130 2.12141 -0.6 0.6 1.2 0.06
H 1.74695 -0.35332 -0.30302 0.7 0.5 -0.4 0.09
H 0.28659 1.70851 -1.96205 0.4 0.5 -0.8 0.12
```
Forces are in eV/Å.

---

# CH5NO4S

A cluster of 2 separate species, CH5NO4S in total at a distorted geometry (wB97M-V/def2-TZVPD, OMol25).

Its energy above the lowest of the compared OMol25 structures with the same formula, charge and spin is 1.718 eV. Its spin multiplicity is 1. For the HOMO-LUMO gap, the calculation gives 9.506 eV. The value obtained for the largest force on an atom is 4.61 eV/A.

Structure (XYZ):
```
12
Properties=species:S:1:pos:R:3:forces:R:3:lowdin_charge:R:1
O 0.83187 -1.39922 0.75320 0.4 0.6 0.2 0.07
C 0.72189 -0.84277 -0.29440 -0.9 -1.9 0.2 -0.28
S 1.26386 0.89107 -0.41294 1.1 2.1 2.8 0.68
O 1.33410 1.41471 -1.72704 -0.3 -0.3 -0.2 -0.25
O 0.63005 1.62938 0.70084 1.0 -1.8 -2.4 -0.29
O 2.83764 0.59710 0.04211 -1.7 1.2 -4.1 -0.12
H 0.28098 -1.42517 -1.12577 0.2 0.9 -0.5 0.13
H 2.72873 0.36952 0.91307 0.1 -1.0 4.0 0.02
N -2.58247 -0.49707 0.17594 1.8 1.5 -2.3 0.04
H -2.91518 0.27811 -0.40909 0.0 -0.6 0.4 0.03
H -1.81466 -0.12365 0.71620 -0.4 -0.2 0.6 -0.01
H -3.31682 -0.89203 0.66789 -1.3 -0.6 1.4 -0.02
```
Forces are in eV/Å.

---

# CH5NO4S

A cluster of 2 separate species, CH5NO4S in total at a distorted geometry (wB97M-V/def2-TZVPD, OMol25).

Its energy above the lowest of the compared OMol25 structures with the same formula, charge and spin is 0.963 eV. Its spin multiplicity is 1. For the HOMO-LUMO gap, the calculation gives 10.152 eV. The value obtained for the largest force on an atom is 4.91 eV/A.

Structure (XYZ):
```
12
Properties=species:S:1:pos:R:3:forces:R:3:lowdin_charge:R:1
C -2.52807 -1.73493 0.12550 -0.4 -0.9 0.7 -0.42
N 1.36985 2.15596 0.05780 0.4 -1.7 -0.8 -0.14
O 2.58573 0.02112 0.13614 1.2 -2.8 -3.8 -0.23
O 0.33584 -0.07213 -0.69422 0.3 0.6 -0.6 -0.48
O -1.23952 -1.99052 0.15373 2.1 -0.3 -0.1 0.04
O -3.37212 -2.56923 0.42790 1.3 2.0 -0.8 0.04
S 1.59381 0.66076 -0.89594 -1.5 1.5 1.0 0.93
H -2.59096 -0.67022 -0.14182 -1.4 0.1 -0.1 0.13
H 1.34630 2.98552 -0.51528 -0.1 0.1 -0.2 0.04
H 0.49380 2.00500 0.54883 -0.2 0.2 -0.1 0.05
H 2.58705 0.45791 0.91503 0.0 2.4 4.3 0.00
H -0.58170 -1.24923 -0.11766 -1.7 -1.1 0.4 0.05
```
Forces are in eV/Å.

---

# CH5NOP

The ion CH5NOP with charge -1 at a distorted geometry (wB97M-V/def2-TZVPD, OMol25).

Its net charge is -1. Its energy above the lowest of the compared OMol25 structures with the same formula, charge and spin is 4.931 eV. Its spin multiplicity is 1. For the HOMO-LUMO gap, the calculation gives 7.733 eV. The value obtained for the largest force on an atom is 2.65 eV/A.

Structure (XYZ):
```
9
Properties=species:S:1:pos:R:3:forces:R:3:lowdin_charge:R:1
O -2.56486 0.04168 -0.05592 -0.2 0.2 -0.6 -0.29
N -1.27384 0.18583 0.10889 0.2 -1.9 1.7 -0.31
C -0.35107 -0.74075 0.25078 -1.1 2.4 -0.1 -0.39
P 1.45745 -0.10045 0.16532 -0.4 -0.8 2.1 0.42
H -0.96945 1.09918 0.48010 0.0 -0.1 -0.4 0.09
H -0.50353 -1.70765 -0.19197 -0.6 -0.6 0.1 0.04
H 1.04172 -0.68707 -1.01983 0.9 -0.6 -2.0 -0.16
H 0.91981 1.10883 0.77476 -0.2 0.2 0.5 -0.15
H 2.24377 0.80040 -0.51214 1.3 1.1 -1.3 -0.25
```
Forces are in eV/Å.

---

# CH5NOS

An isolated molecule of CH5NOS at a distorted geometry (wB97M-V/def2-TZVPD, OMol25).

Its energy above the lowest of the compared OMol25 structures with the same formula, charge and spin is 1.938 eV. Its spin multiplicity is 1. For the HOMO-LUMO gap, the calculation gives 9.853 eV. The value obtained for the largest force on an atom is 3.44 eV/A.

Structure (XYZ):
```
9
Properties=species:S:1:pos:R:3:forces:R:3:lowdin_charge:R:1
C 0.40880 1.17388 0.15754 -0.7 -0.2 -3.2 -0.27
N 0.16661 -1.48837 -0.36854 0.5 2.5 2.2 -0.18
O -2.08734 0.02594 -0.43896 -0.5 0.9 -1.1 -0.53
S -0.91850 -0.05850 0.40333 1.8 -2.8 0.9 0.83
H 1.29622 0.59286 -0.12733 -0.1 0.4 0.3 0.04
H 0.51546 1.84537 0.96132 0.1 0.3 1.4 0.02
H 0.13475 1.83086 -0.71705 0.2 -0.8 0.6 0.07
H 0.81853 -1.55830 0.46327 -0.5 -0.2 -1.3 0.02
H -0.33452 -2.36373 -0.33359 -0.8 -0.1 0.1 0.00
```
Forces are in eV/Å.